125
Properties=species:S:1:pos:R:3 method="wB97M-V/def2-TZVPD" total_charge=0 homo_energy_ev=-7.9 smiles="CCOCN(CCC(=O)O)C(=O)Oc1cccnc1.c1cc[nH]c1.c1cc[nH]c1.c1cc[nH]c1.c1cc[nH]c1.c1cc[nH]c1.c1cc[nH]c1.c1cc[nH]c1.c1cc[nH]c1.c1cc[nH]c1" orbital_gap_ev=7.63
C 6.363 2.746 -1.051
C 5.939 2.540 -2.532
O 4.594 2.946 -2.725
C 3.701 1.888 -2.439
N 2.374 2.476 -2.417
C 1.378 1.650 -1.730
C 0.457 2.589 -0.901
C -0.828 1.901 -0.459
O -1.431 1.181 -1.214
O -1.262 2.150 0.802
C 1.937 2.890 -3.709
O 1.947 2.200 -4.694
O 1.416 4.181 -3.762
C 2.395 5.089 -3.335
C 2.453 5.516 -2.032
C 3.463 6.378 -1.679
C 4.349 6.760 -2.655
N 4.303 6.399 -3.923
C 3.318 5.568 -4.218
H 6.498 1.796 -0.531
H 7.275 3.343 -0.993
H 5.581 3.332 -0.560
H 6.560 3.214 -3.123
H 6.107 1.510 -2.866
H 3.827 1.073 -3.166
H 3.916 1.576 -1.408
H 0.732 1.081 -2.403
H 1.880 1.012 -1.002
H 0.226 3.430 -1.564
H 1.019 3.021 -0.067
H -1.053 3.067 1.022
H 1.721 5.131 -1.334
H 3.522 6.695 -0.647
H 5.161 7.422 -2.361
H 3.235 5.239 -5.253
C -0.266 -2.927 -4.782
C -0.526 -3.678 -3.602
C -0.615 -2.787 -2.565
N -0.416 -1.534 -3.066
C -0.207 -1.608 -4.417
H -0.139 -3.311 -5.780
H -0.636 -4.747 -3.525
H -0.801 -2.935 -1.515
H -0.423 -0.689 -2.522
H -0.031 -0.717 -5.000
C -3.875 -3.002 -0.172
C -4.525 -3.600 0.943
C -4.048 -2.986 2.070
N -3.127 -2.043 1.678
C -3.023 -2.049 0.313
H -4.017 -3.248 -1.211
H -5.257 -4.389 0.920
H -4.277 -3.139 3.112
H -2.607 -1.442 2.294
H -2.350 -1.374 -0.191
C -0.365 -6.530 4.553
C -0.707 -7.122 3.307
C -1.359 -6.170 2.567
N -1.426 -5.028 3.319
C -0.819 -5.239 4.528
H 0.156 -6.998 5.371
H -0.500 -8.131 2.991
H -1.781 -6.206 1.576
H -1.858 -4.168 3.026
H -0.763 -4.454 5.263
C -4.752 0.100 6.414
C -5.709 -0.942 6.277
C -5.612 -1.422 4.998
N -4.638 -0.710 4.356
C -4.106 0.217 5.214
H -4.561 0.692 7.294
H -6.392 -1.298 7.032
H -6.151 -2.205 4.491
H -4.357 -0.844 3.402
H -3.318 0.877 4.895
C -4.049 2.784 -4.726
C -2.847 3.524 -4.901
C -1.807 2.635 -4.828
N -2.333 1.391 -4.610
C -3.696 1.472 -4.552
H -5.055 3.171 -4.729
H -2.757 4.586 -5.064
H -0.743 2.781 -4.911
H -1.798 0.547 -4.508
H -4.295 0.592 -4.391
C 3.354 -3.598 1.711
C 2.363 -2.584 1.789
C 1.173 -3.203 2.079
N 1.406 -4.545 2.175
C 2.729 -4.794 1.957
H 4.402 -3.465 1.501
H 2.507 -1.525 1.650
H 0.184 -2.802 2.224
H 0.704 -5.245 2.377
H 3.114 -5.799 1.995
C -3.930 -4.456 10.492
C -5.338 -4.617 10.581
C -5.897 -3.868 9.579
N -4.883 -3.259 8.893
C -3.682 -3.615 9.440
H -3.185 -4.906 11.127
H -5.878 -5.214 11.297
H -6.926 -3.716 9.298
H -5.002 -2.644 8.107
H -2.757 -3.240 9.035
C 7.504 -0.514 3.112
C 8.547 0.262 3.685
C 9.388 0.628 2.668
N 8.897 0.101 1.504
C 7.746 -0.592 1.767
H 6.672 -0.962 3.629
H 8.666 0.521 4.723
H 10.291 1.215 2.672
H 9.316 0.207 0.599
H 7.202 -1.081 0.976
C -3.695 5.716 -9.831
C -2.372 5.920 -9.356
C -2.247 5.219 -8.185
N -3.441 4.604 -7.933
C -4.327 4.897 -8.932
H -4.131 6.121 -10.729
H -1.601 6.513 -9.821
H -1.414 5.106 -7.512
H -3.636 4.025 -7.134
H -5.328 4.500 -8.917

=====

30
Properties=species:S:1:pos:R:3 method="wB97M-V/def2-TZVPD" e_above_lowest_kcal_mol=50.1 total_charge=0 homo_energy_ev=-9.7 smiles=CO.CO.CO.CO.CO orbital_gap_ev=10.31
C -3.271 -2.165 -1.621
O -3.307 -3.586 -1.861
H -2.474 -1.643 -2.151
H -4.227 -1.725 -1.903
H -3.077 -1.957 -0.569
H -4.106 -3.958 -1.480
C 2.232 0.051 3.827
O 1.063 -0.817 4.035
H 2.820 -0.192 2.942
H 2.058 1.124 3.907
H 2.928 -0.239 4.614
H 0.802 -0.871 4.957
C -0.344 0.845 -3.245
O -0.735 2.152 -2.851
H -0.992 0.108 -2.771
H -0.471 0.832 -4.328
H 0.691 0.662 -2.957
H -1.366 2.075 -2.131
C -0.271 -0.995 0.690
O 0.358 0.026 1.491
H 0.229 -1.948 0.867
H -1.321 -1.148 0.939
H -0.256 -0.757 -0.374
H 0.386 -0.298 2.394
C 2.216 2.723 -0.516
O 2.220 1.314 -0.211
H 2.299 3.468 0.275
H 3.054 2.856 -1.200
H 1.365 3.012 -1.133
H 1.498 1.050 0.363

=====

34
Properties=species:S:1:pos:R:3 method="wB97M-V/def2-TZVPD" multiplicity=2 e_above_lowest_kcal_mol=0.0 total_charge=+2 homo_energy_ev="-15.0 / -15.0" orbital_gap_ev="6.72 / 7.12"
Re 0.126 0.080 -0.359
Cl -0.878 -5.130 4.666
C -0.836 -3.780 3.618
C -1.579 -2.641 3.934
C -1.570 -1.531 3.103
Cl -2.488 -0.143 3.497
C -0.796 -1.550 1.945
O -0.804 -0.454 1.149
C -0.050 -2.699 1.621
C 0.713 -2.769 0.417
O 0.804 -1.844 -0.420
C -0.079 -3.818 2.465
H -2.171 -2.621 4.839
H 1.246 -3.691 0.181
H 0.489 -4.704 2.214
N -1.591 0.122 -1.616
C -2.047 1.522 -1.915
C -0.926 2.456 -1.509
O -0.609 3.447 -2.131
O -0.275 2.058 -0.438
H -1.386 -0.364 -2.488
H -2.343 -0.405 -1.172
H -2.932 1.751 -1.323
H -2.284 1.628 -2.970
N 2.115 3.614 -1.620
C 2.743 2.346 -2.129
C 1.962 1.192 -1.550
O 2.016 0.945 -0.304
O 1.103 0.555 -2.221
H 2.583 4.429 -2.023
H 2.196 3.676 -0.601
H 1.081 3.674 -1.846
H 3.780 2.310 -1.799
H 2.686 2.339 -3.214

=====

35
Properties=species:S:1:pos:R:3 method="wB97M-V/def2-TZVPD" total_charge=+1 homo_energy_ev=-12.0 orbital_gap_ev=2.28
C 2.036 -2.799 0.785
P 1.046 -1.607 -0.209
O 1.043 -0.061 0.774
Si 2.159 -1.135 -2.112
O 3.191 0.147 -1.945
Si 4.029 0.249 -0.511
I 6.317 0.994 -0.650
H 3.000 -2.974 0.342
H 2.188 -2.456 1.797
H 1.484 -3.724 0.740
H 0.906 -0.398 1.674
H 1.141 -0.728 -3.091
H 2.738 -2.415 -2.551
H 3.985 -1.009 0.250
H 3.311 1.268 0.294
F 8.309 -0.063 2.174
Al 7.721 1.176 3.174
F 8.391 2.646 2.690
F 8.053 0.852 4.791
F 6.017 1.249 2.920
Mg -0.111 1.330 1.525
C -7.471 1.335 -1.159
C -6.607 0.796 -0.042
O -5.470 0.060 -0.567
C -4.435 0.769 -0.939
O -4.305 1.956 -0.885
C -3.319 -0.168 -1.433
F -3.773 -1.130 -2.219
F -2.700 -0.746 -0.366
F -2.378 0.511 -2.098
H -7.780 0.529 -1.824
H -8.359 1.813 -0.749
H -6.931 2.066 -1.758
H -7.162 0.080 0.558
H -6.264 1.588 0.620

=====

87
Properties=species:S:1:pos:R:3 method="wB97M-V/def2-TZVPD" multiplicity=4 e_above_lowest_kcal_mol=24.1 total_charge=-1 homo_energy_ev="-1.7 / -1.8" orbital_gap_ev="4.03 / 4.17"
Nd -0.163 -0.257 0.050
N -2.078 -3.527 1.868
N 2.139 -1.894 -1.200
C 0.039 2.529 -0.116
C 1.387 2.068 -0.003
C 1.509 1.359 1.229
C 2.674 0.542 1.685
H 3.486 0.577 0.954
H 2.410 -0.519 1.844
H 3.053 0.930 2.645
C 0.263 1.458 1.929
C -0.061 0.716 3.181
H -0.338 1.376 4.016
H 0.768 0.080 3.505
H -0.935 0.040 3.017
C -0.660 2.172 1.079
C -2.116 2.346 1.339
H -2.591 1.365 1.547
H -2.632 2.795 0.482
H -2.318 2.967 2.225
C 2.536 2.345 -0.911
H 3.271 3.005 -0.417
H 2.222 2.841 -1.833
H 3.073 1.421 -1.174
C -0.566 3.204 -1.310
H -1.575 2.817 -1.526
H 0.053 3.053 -2.202
H -0.675 4.291 -1.175
C -2.964 -4.382 1.382
H -3.891 -4.517 1.939
C -2.738 -5.134 0.211
H -3.460 -5.900 -0.054
C -1.603 -4.857 -0.556
H -1.440 -5.369 -1.508
C -0.700 -3.916 -0.084
H 0.218 -3.660 -0.628
C -0.953 -3.199 1.148
C -0.143 -2.093 1.554
H 0.403 -2.286 2.489
C 1.183 -1.134 -1.701
C 3.018 -2.256 -2.209
H 3.893 -2.848 -2.032
C 2.567 -1.721 -3.389
H 2.920 -1.819 -4.403
N 1.417 -1.008 -3.081
C 0.583 -0.211 -3.908
C 1.102 0.972 -4.474
C 0.207 1.849 -5.093
H 0.590 2.786 -5.507
C -1.143 1.530 -5.241
C -2.048 2.353 -6.107
H -2.958 2.639 -5.566
H -2.356 1.783 -6.995
H -1.531 3.257 -6.446
C -1.650 0.405 -4.594
H -2.719 0.186 -4.641
C -0.809 -0.476 -3.915
C -1.411 -1.693 -3.284
H -1.443 -2.543 -3.987
H -2.456 -1.482 -3.016
H -0.898 -2.047 -2.377
C 2.550 1.355 -4.418
H 3.058 1.105 -5.362
H 3.110 0.902 -3.595
H 2.624 2.450 -4.315
C -2.117 -1.975 5.262
C -3.208 -2.081 4.199
P -3.070 -0.700 2.995
C -4.424 -0.899 1.758
C -5.796 -1.387 2.206
C -3.720 0.768 3.925
C -4.775 0.491 4.990
H -1.136 -2.113 4.797
H -2.242 -2.766 6.009
H -2.119 -1.014 5.788
H -3.035 -3.000 3.620
H -4.222 -2.122 4.619
H -4.523 0.104 1.312
H -4.020 -1.558 0.973
H -6.345 -0.629 2.777
H -6.389 -1.592 1.308
H -5.762 -2.312 2.787
H -2.857 1.306 4.361
H -4.144 1.447 3.167
H -4.454 -0.245 5.733
H -4.994 1.425 5.525
H -5.714 0.150 4.537

=====

14
Properties=species:S:1:pos:R:3 method="wB97M-V/def2-TZVPD" e_above_lowest_kcal_mol=93.2 total_charge=0 homo_energy_ev="-8.4 / -8.4" orbital_gap_ev="7.91 / 8.10"
C 1.584 -0.617 -1.474
C 0.975 -0.747 -0.120
C -0.766 1.004 0.224
C -1.853 0.184 0.849
Br 2.196 -0.459 1.253
Br 0.337 2.169 1.335
Br -1.416 -0.625 2.512
Br -3.381 1.426 0.995
H 2.605 -0.143 -1.409
H 0.894 -0.038 -1.943
H 1.646 -1.605 -1.829
H 0.282 -1.420 0.106
H -1.094 1.456 -0.656
H -2.011 -0.583 0.157

=====

Number 1: maximum force 0.0378 hartree/bohr, M 872.09 g/mol. Number 2: maximum force 0.0416 hartree/bohr, M 160.21 g/mol. Number 3: maximum force 0.0026 hartree/bohr, M 525.34 g/mol. Number 4: maximum force 0.0380 hartree/bohr, M 535.48 g/mol. Number 5: maximum force 0.0508 hartree/bohr, M 673.99 g/mol. Number 6: maximum force 0.0943 hartree/bohr, M 373.71 g/mol.